(1)
Molecular formula: C15H8F5IN2NiS2
Method: DFT, the ωB97M-V functional and the def2-TZVPD basis

## Properties
total energy = -103066.1180 eV
ΔE to the lowest compared entry with this formula, charge and spin = 0.0 kcal/mol

CARTESIAN COORDINATES (ANGSTROEM)
I1 4.23835 -3.11349 2.01103
Ni1 -0.37861 -0.90946 -1.21715
S1 -1.67091 0.07143 0.28555
S2 0.69739 -1.45241 -3.04727
F1 -1.61736 -0.21979 3.26446
F2 0.88229 1.62786 -0.29777
F3 0.15433 0.77116 5.00634
F4 2.31266 2.17889 4.12226
F5 2.65480 2.57922 1.45644
N1 0.22108 -2.21246 1.22431
N2 0.73428 -1.73677 0.08146
C1 -1.86644 -0.65790 -2.84774
C2 -2.90982 0.29047 -2.77045
C3 2.04220 -1.95114 0.13918
C4 2.37031 -2.56201 1.35475
C5 -2.65396 1.60750 -3.02554
C6 -0.59551 0.50451 2.78563
C7 1.59069 1.90627 1.89620
C8 1.42057 1.70437 3.25561
C9 0.31897 0.99543 3.70143
C10 -0.56368 -0.25405 -3.20526
C11 -0.32533 1.12447 -3.44880
C12 -0.46770 0.69891 1.41502
C13 1.17361 -2.70918 2.02313
C14 -1.35121 2.02331 -3.36850
C15 0.65823 1.41126 1.00447
H1 -1.16199 3.07226 -3.55621
H2 0.94518 -3.12190 2.99057
H3 0.68175 1.43740 -3.68867
H4 2.67665 -1.65838 -0.68031
H5 -3.44865 2.33878 -2.96231
H6 -3.90785 -0.03862 -2.51362
H7 -0.75963 -2.02981 1.40808
H8 -2.09470 -1.71612 -2.79630

Here are the natural (NBO) charges for atoms 1 to 4, given in e:
1. I 0.213
2. Ni 0.781
3. S -0.302
4. S -0.187


(2)
Molecular formula: C6H14KO3
Method: DFT, the ωB97M-V functional and the def2-TZVPD basis

## Properties
total energy = -28910.7050 eV
ΔE to the lowest compared entry with this formula, charge and spin = 2.0 kcal/mol
total charge = +1

CARTESIAN COORDINATES (ANGSTROEM)
K1 0.69669 -2.49585 -0.12062
O1 0.76985 0.34524 -0.18949
O2 -1.17268 -1.01046 -1.71351
O3 0.79822 -0.87535 2.24573
C1 -0.90429 -1.25997 -3.08670
C2 0.07181 1.01715 -1.23694
C3 -0.43558 -0.54975 2.88162
C4 1.11963 1.15113 0.91049
C5 -1.29087 0.36920 -1.37634
C6 1.63643 0.23875 2.01295
H1 -0.38306 -0.42444 -3.55682
H2 -0.05162 2.07645 -1.00871
H3 -1.05864 -1.44002 2.86574
H4 -0.95868 0.25501 2.35948
H5 0.65611 0.90724 -2.15312
H6 1.92506 1.84668 0.64888
H7 0.25289 1.73405 1.24270
H8 1.78283 0.82881 2.92389
H9 -0.26371 -2.14138 -3.17152
H10 -1.76839 0.39918 -0.39489
H11 2.60690 -0.16224 1.71230
H12 -1.92788 0.89187 -2.09426
H13 -0.26442 -0.24593 3.91656
H14 -1.83661 -1.45536 -3.61741

Here are the natural (NBO) charges for atoms 1 to 4, given in e:
1. K 0.979
2. O -0.592
3. O -0.583
4. O -0.574


(3)
Molecular formula: C5H6O2
Method: DFT, the ωB97M-V functional and the def2-TZVPD basis

## Properties
total energy = -9371.8816 eV
ΔE to the lowest compared entry with this formula, charge and spin = 120.2 kcal/mol
SMILES = C#CC1(O)COC1

CARTESIAN COORDINATES (ANGSTROEM)
O1 1.49318 0.10791 -1.26407
O2 0.41880 -0.39358 1.68041
C1 -2.62772 0.34600 0.19158
C2 0.06008 -0.01654 0.45090
C3 0.96475 1.11374 -0.22122
C4 0.55848 -0.92774 -0.75534
C5 -1.41528 0.09116 0.42407
H1 0.27162 1.83439 -0.65168
H2 1.22950 -1.75074 -0.43928
H3 1.60813 1.35354 0.65734
H4 -0.25480 -1.33450 -1.51834
H5 -3.62261 0.61936 0.07941
H6 1.31585 -1.04300 1.36620

Here are the natural (NBO) charges for atoms 1 to 4, given in e:
1. O -0.548
2. O -0.656
3. C -0.264
4. C 0.096


(4)
Molecular formula: C2H2NO2P2
Method: DFT, the ωB97M-V functional and the def2-TZVPD basis

## Properties
total energy = -26268.8341 eV
ΔE to the lowest compared entry with this formula, charge and spin = 42.6 kcal/mol
total charge = -1

CARTESIAN COORDINATES (ANGSTROEM)
P1 1.47855 -0.29628 0.24313
P2 0.00403 1.10724 0.49092
O1 -4.00975 -1.10040 0.70280
O2 -4.35552 0.65395 -0.70714
N1 -2.40563 0.47664 0.51672
C1 -1.45976 0.32448 -0.26993
C2 -3.75245 -0.06817 0.11862
H1 1.98701 -0.10454 1.48698
H2 -1.38775 -0.16565 -1.24981

Here are the natural (NBO) charges for atoms 1 to 4, given in e:
1. P -0.182
2. P 0.338
3. O -0.728
4. O -0.752


(5)
Molecular formula: C47H48BiClN6O4S
Method: DFT, the ωB97M-V functional and the def2-TZVPD basis

## Properties
total energy = -95845.2542 eV
spin multiplicity = 2
total charge = -1
expectation value of S² = 0.790

CARTESIAN COORDINATES (ANGSTROEM)
Bi1 -0.33698 0.10398 -0.93568
Cl1 -0.59682 -4.04221 -6.93282
S1 -2.24562 -1.69846 -1.93229
O1 3.58484 -1.03614 0.21404
O2 2.08537 2.75562 -2.84374
O3 1.51892 0.06676 -3.33362
O4 -0.68466 -2.55179 0.34570
N1 0.94563 -1.03075 2.19031
N2 -0.42376 2.45426 -0.98731
N3 -1.13729 0.91329 -3.00858
N4 -1.09856 -3.54339 -0.38744
N5 -0.96344 0.31570 2.69835
N6 1.19986 1.22476 2.35110
C1 3.36970 -1.34145 -1.16579
C2 -0.83212 -1.86783 -5.33457
C3 -0.66594 4.55688 1.60931
C4 2.50526 -2.57517 -1.28640
C5 -2.12306 0.27697 1.85906
C6 -0.83753 -4.81407 0.00078
C7 1.26492 -4.39121 3.64834
C8 -3.34893 0.66231 -0.15446
C9 0.78105 -2.10508 3.07399
C10 -1.33161 2.96852 -1.83717
C11 0.02140 -2.76515 -5.90741
C12 2.33575 -3.43455 1.59478
C13 -0.21186 4.77027 0.12231
C14 1.89775 -1.67841 -4.87550
C15 2.60666 2.93559 4.09889
C16 1.08148 4.81504 3.32515
C17 -2.72447 2.64886 -3.81629
C18 4.49805 0.03399 0.40473
C19 1.44137 -3.31082 2.79414
C20 -3.32917 0.06187 4.07474
C21 -0.11156 -3.09611 5.09818
C22 0.40069 0.23096 2.36976
C23 -2.12424 0.41184 0.46661
C24 3.94126 1.39381 0.01443
C25 -3.24669 3.94020 -3.68521
C26 0.79831 2.56457 2.42101
C27 -1.79998 2.15976 -2.90198
C28 -1.19279 -5.89789 -0.76081
C29 0.20218 3.27179 0.02994
C30 1.40632 -2.65544 -5.69539
C31 1.04751 -0.77619 -4.14790
C32 -0.27631 3.05958 1.49833
C33 1.47497 3.40457 3.22699
C34 -4.53628 0.73131 0.54993
C35 -1.79716 -3.30331 -1.53538
C36 -1.26108 0.14936 -4.04415
C37 -1.81119 4.33287 -1.75662
C38 0.05085 -2.00490 4.25973
C39 -4.52445 0.49788 1.91606
C40 0.48041 -4.30989 4.78993
C41 0.08276 5.34898 2.62519
C42 -1.85666 -5.68666 -1.96637
C43 -0.35577 -0.87543 -4.45642
C44 -2.16125 -4.39643 -2.33273
C45 -3.33163 0.26922 2.58179
C46 -2.80061 4.76141 -2.68376
C47 -1.27022 5.19000 -0.82016
H1 -2.97234 0.95013 4.60888
H2 1.23116 2.95410 -2.44339
H3 3.06662 -2.62471 1.53544
H4 2.88629 -0.50041 -1.66738
H5 -5.46362 0.94456 0.03294
H6 -1.14696 2.41481 1.51194
H7 -2.08249 0.34819 -4.73338
H8 1.76813 -5.32213 3.41029
H9 1.78806 -1.03230 1.62928
H10 0.64850 5.44411 0.07333
H11 -2.69093 -4.17883 -3.24924
H12 1.63213 5.42811 4.03215
H13 2.87794 -4.37995 1.61806
H14 2.96515 -1.57611 -4.72086
H15 3.01924 1.58551 0.56762
H16 4.66501 2.16926 0.27384
H17 5.41615 -0.17546 -0.16198
H18 2.29000 -2.76619 -2.33891
H19 -0.95108 -6.89175 -0.41225
H20 -1.74186 4.71166 1.71544
H21 3.01002 -3.44485 -0.86226
H22 1.55966 -2.42434 -0.76375
H23 -0.39623 -1.06351 4.53881
H24 0.35874 -5.16836 5.43786
H25 -3.03687 2.04339 -4.65501
H26 -1.62798 6.21340 -0.76168
H27 4.74956 0.01861 1.46681
H28 -0.19257 6.39047 2.75818
H29 2.07885 -3.34431 -6.19117
H30 3.00348 1.99152 3.73046
H31 -5.45150 0.49412 2.47897
H32 2.27679 2.78201 5.13109
H33 -3.97493 4.29580 -4.40307
H34 -3.38208 0.81580 -1.22653
H35 1.74914 -3.38256 0.68085
H36 -1.08360 1.03628 3.39957
H37 1.28634 3.14954 -0.05548
H38 4.34192 -1.50876 -1.65035
H39 -2.13136 -6.51733 -2.60268
H40 -4.33948 -0.14603 4.42693
H41 -1.89648 -1.92763 -5.53224
H42 -0.70200 -2.98438 5.99934
H43 -2.68523 -0.77361 4.35090
H44 -3.16908 5.77738 -2.59692
H45 -0.34228 -4.89271 0.95475
H46 3.40623 3.68026 4.11829
H47 1.97897 1.82564 -3.12856
H48 3.73327 1.46755 -1.05262

Here are the Löwdin charges for atoms 1 to 4, given in e:
1. Bi 1.746
2. Cl 0.595
3. S 0.715
4. O -0.215


(6)
Molecular formula: C6H18N2O
Method: DFT, the ωB97M-V functional and the def2-TZVPD basis

## Properties
total energy = -11536.6429 eV
ΔE to the lowest compared entry with this formula, charge and spin = 116.7 kcal/mol

CARTESIAN COORDINATES (ANGSTROEM)
O1 0.56264 1.21411 0.53525
N1 0.09468 1.74976 1.77168
N2 1.67706 -0.90352 1.07550
C1 -1.59521 -0.20953 -0.51802
C2 -2.52581 0.99413 -0.71251
C3 2.72964 0.47656 -0.61543
C4 1.53561 -0.35466 -0.18530
C5 -2.05799 -1.11089 0.61952
C6 1.17387 -1.40558 -1.21126
H1 -1.99147 -0.56821 1.56354
H2 1.09028 -0.97598 -2.20567
H3 1.65201 -0.13803 1.75950
H4 -0.62706 0.41089 -0.07075
H5 -2.15364 1.64427 -1.50592
H6 3.61396 -0.15505 -0.71823
H7 0.96614 -1.58358 1.31400
H8 -3.54710 0.68474 -0.94860
H9 -1.42346 -1.99535 0.71694
H10 0.27918 -1.95940 -0.93286
H11 -1.54034 -0.74893 -1.46247
H12 1.97815 -2.14152 -1.26622
H13 -2.52271 1.60414 0.19163
H14 2.92737 1.25992 0.11175
H15 -0.58377 2.47474 1.54246
H16 -3.09166 -1.44157 0.48734
H17 2.51738 0.94605 -1.57398
H18 0.86226 2.23252 2.23810

Here are the natural (NBO) charges for atoms 1 to 4, given in e:
1. O -0.684
2. N -0.556
3. N -0.808
4. C -0.516


Q: Which value of total energy does entry 1 give?
A: -103066.1180 eV